#A
Molecular formula: C3H6O2
Method: DFT, ωB97M-V with the def2-TZVPD basis set

Properties
LUMO   0.032 hartree
Charge   0
SMILES string   COC(C)=O

Last columns: bonded neighbours and bond lengths (Å).
Geometry (Å):
1 C -1.58371 -0.47800 -0.03004  C2 1.466, H4 1.100, H5 1.194, H6 1.053
2 C -0.55132 0.54191 -0.23703  C1 1.466, O10 1.128, O11 1.344
3 C 1.71028 0.11568 0.09767  H7 1.100, H8 1.083, H9 1.145, O11 1.431
4 H -2.50307 -0.09861 0.43958  C1 1.100
5 H -1.65852 -1.18596 -0.98802  C1 1.194
6 H -1.23282 -1.23660 0.60997  C1 1.053
7 H 1.66625 -0.44109 1.04584  C3 1.100
8 H 2.59288 -0.07875 -0.49938  C3 1.083
9 H 1.74742 1.19361 0.48097  C3 1.145
10 O -0.75780 1.64808 -0.15766  C2 1.128
11 O 0.57040 0.01973 -0.76189  C2 1.344, C3 1.431


#B
Molecular formula: C3H6O2
Method: DFT, ωB97M-V with the def2-TZVPD basis set

Properties
LUMO   0.034 hartree
Charge   0
SMILES string   COCC=O

Last columns: bonded neighbours and bond lengths (Å).
Geometry (Å):
1 C -1.55736 0.64574 0.40210  O2 1.410, H6 1.101, H7 1.103, H8 1.092
2 O -0.56651 0.22677 -0.50892  C1 1.410, C3 1.404
3 C 0.50879 -0.45084 0.08673  O2 1.404, C4 1.510, H9 1.106, H10 1.100
4 C 1.71076 -0.38005 -0.82522  C3 1.510, O5 1.207, H11 1.109
5 O 2.84710 -0.43253 -0.42306  C4 1.207
6 H -2.07596 -0.20239 0.87433  C1 1.101
7 H -1.14195 1.28940 1.19523  C1 1.103
8 H -2.28309 1.22798 -0.16942  C1 1.092
9 H 0.31480 -1.53349 0.19917  C3 1.106
10 H 0.77722 -0.04813 1.07490  C3 1.100
11 H 1.46622 -0.34246 -1.90584  C4 1.109


#C
Molecular formula: C3H6O2
Method: DFT, ωB97M-V with the def2-TZVPD basis set

Properties
LUMO   -0.014 hartree
Charge   0
SMILES string   CC(=O)C=O.[H][H]

Last columns: bonded neighbours and bond lengths (Å).
Geometry (Å):
1 C 1.22003 -0.38695 -0.04054  C2 1.501, H6 1.090, H7 1.096, H8 1.095
2 C -0.07925 0.19237 -0.51994  C1 1.501, O3 1.211, C4 1.551
3 O -0.17134 1.05071 -1.36859  C2 1.211
4 C -1.33079 -0.55182 0.01548  C2 1.551, O5 1.199, H11 1.117
5 O -2.33690 -0.60146 -0.63556  C4 1.199
6 H 2.04327 0.32281 -0.12797  C1 1.090
7 H 1.19777 -0.83075 0.96161  C1 1.096
8 H 1.37307 -1.19093 -0.76757  C1 1.095
9 H -0.32455 1.37135 1.08132  H10 0.753
10 H -0.36048 1.70552 0.40755  H9 0.753
11 H -1.23084 -1.08086 0.99422  C4 1.117


#D
Molecular formula: C3H6O2
Method: DFT, ωB97M-V with the def2-TZVPD basis set

Properties
LUMO   0.017 hartree
Charge   0

Last columns: bonded neighbours and bond lengths (Å).
Geometry (Å):
1 O 1.35406 -0.99780 0.49705  C2 1.411, H6 0.962
2 C 0.23991 -0.30791 1.01959  O1 1.411, C3 1.527, H7 1.087, H10 1.099
3 C -0.28491 0.80821 0.11941  C2 1.527, O4 1.450, H8 1.090, H9 1.101
4 O -1.27032 0.24693 -0.78337  C3 1.450, C5 1.298
5 C -0.93524 -0.25928 -1.93115  O4 1.298, H11 1.131
6 H 1.03797 -1.49145 -0.26629  O1 0.962
7 H 0.58831 0.14368 1.94444  C2 1.087
8 H -0.82735 1.55039 0.70514  C3 1.090
9 H 0.53356 1.27131 -0.45379  C3 1.101
10 H -0.58047 -1.01044 1.22064  C2 1.099
11 H 0.14448 0.04636 -2.07167  C5 1.131


Least stable structure: #D